# 1
Computed, not measured: a structure of composition C28H22Br4N3O2Pd, with wB97M-V/def2-TZVPD.

Its spin multiplicity is 5. As for the net charge: +1. As for the strongest force on any atom: 0.0105 Eh/bohr. The calculation puts the orbital gap (spin up / spin down) at 0.2537 / 0.1479 Eh. The expectation value of S² is 6.025.

CARTESIAN COORDINATES (ANGSTROEM)
Pd (0.13, 2.22, 0.24)
Br (4.83, 7.69, 0.61)
C (4.04, 6.06, 0.21)
C (4.73, 5.09, -0.48)
Br (6.48, 5.36, -1.03)
C (4.11, 3.82, -0.78)
Br (4.97, 2.48, -1.66)
C (2.75, 3.55, -0.39)
O (2.19, 2.48, -0.67)
C (2.02, 4.59, 0.38)
O (0.86, 4.35, 0.76)
C (2.69, 5.83, 0.65)
Br (1.73, 7.08, 1.56)
C (-0.32, -4.42, 2.05)
C (-1.23, -4.33, 0.86)
C (-2.08, -5.37, 0.53)
C (-2.94, -5.29, -0.56)
C (-2.94, -4.16, -1.36)
C (-2.08, -3.11, -1.06)
C (-1.25, -3.19, 0.06)
N (-0.37, -2.12, 0.39)
C (-0.62, -0.79, 0.31)
N (-1.93, -0.45, 0.29)
C (-2.55, 0.80, 0.11)
C (-1.86, 1.97, -0.18)
C (-2.56, 3.16, -0.42)
C (-3.94, 3.19, -0.30)
C (-4.62, 2.01, 0.03)
C (-3.96, 0.81, 0.23)
C (-4.73, -0.44, 0.55)
N (0.33, 0.10, 0.30)
C (1.68, -0.37, 0.22)
C (2.48, -0.32, 1.35)
C (3.82, -0.70, 1.28)
C (4.35, -1.12, 0.07)
C (3.54, -1.15, -1.06)
C (2.21, -0.78, -1.01)
C (1.35, -0.80, -2.25)
H (-0.51, -5.33, 2.62)
H (-0.44, -3.57, 2.72)
H (0.73, -4.45, 1.75)
H (-2.08, -6.27, 1.14)
H (-3.60, -6.12, -0.79)
H (-3.58, -4.09, -2.22)
H (-2.05, -2.23, -1.70)
H (0.59, -2.36, 0.59)
H (-2.56, -1.22, 0.44)
H (-2.03, 4.06, -0.70)
H (-4.49, 4.10, -0.45)
H (-5.70, 2.03, 0.12)
H (-5.79, -0.23, 0.58)
H (-4.44, -0.85, 1.52)
H (-4.58, -1.22, -0.21)
H (2.05, 0.01, 2.29)
H (4.43, -0.67, 2.18)
H (5.39, -1.42, 0.01)
H (3.96, -1.48, -2.00)
H (1.97, -0.89, -3.14)
H (0.74, 0.10, -2.33)
H (0.67, -1.66, -2.24)

These are the Löwdin partial charges, in e, on atoms 1 to 2:
1 Pd 0.99
2 Br 0.84

***

# 2
Computed, not measured: a structure of composition C10H10CeN4 in a non-equilibrium geometry, with wB97M-V/def2-TZVPD.

As for the net charge: 0. As for the strongest force on any atom: 0.1890 Eh/bohr. The calculation puts the orbital gap at 0.2914 Eh.

CARTESIAN COORDINATES (ANGSTROEM)
C (0.06, -1.32, -1.93)
C (-1.26, -1.41, -1.41)
C (-1.19, -2.07, -0.15)
C (0.18, -2.36, 0.12)
C (0.95, -1.90, -0.98)
Ce (0.00, 0.00, 0.03)
C (-1.00, 1.61, -0.91)
C (0.40, 1.87, -1.40)
C (0.74, 2.44, -2.59)
N (1.31, 1.30, -0.47)
H (-2.03, -2.27, 0.52)
H (-2.17, -1.05, -1.89)
H (0.57, -2.83, 1.03)
H (2.04, -1.95, -1.08)
H (0.34, -0.82, -2.86)
H (-1.77, 1.62, -1.69)
H (2.30, 1.43, -0.71)
H (-1.26, 2.24, -0.04)
H (-0.02, 2.88, -3.23)
H (1.79, 2.53, -2.89)
N (0.03, 0.07, 2.26)
C (0.02, 0.35, 3.36)
N (0.01, 0.76, 4.67)
C (0.00, -0.17, 5.69)
N (-0.01, -0.95, 6.54)

These are the Löwdin partial charges, in e, on atoms 1 to 2:
1 C -0.17
2 C -0.18

***

# 3
Computed, not measured: a structure of composition C31H33CoN3PS3 in a non-equilibrium geometry, with wB97M-V/def2-TZVPD.

Its spin multiplicity is 5. As for the net charge: +2. As for the strongest force on any atom: 0.0288 Eh/bohr. The calculation puts the orbital gap (spin up / spin down) at 0.3161 / 0.1993 Eh. Its energy above the lowest of the compared OMol25 structures with the same formula, charge and spin is 10.4 kcal per mole. The expectation value of S² is 6.041.

CARTESIAN COORDINATES (ANGSTROEM)
Co (-1.73, 0.44, -0.12)
C (-4.54, 1.13, 0.60)
C (-3.79, 1.39, 1.91)
N (-2.41, 0.87, 1.88)
C (-1.44, 1.74, 2.58)
C (-1.30, 3.12, 1.94)
S (-1.35, 3.14, 0.11)
C (-3.03, 3.73, -0.26)
C (-3.76, 2.73, -1.14)
N (-3.70, 1.36, -0.60)
H (-4.86, 0.09, 0.58)
H (-5.43, 1.75, 0.57)
H (-3.75, 2.46, 2.12)
H (-4.36, 0.93, 2.72)
H (-2.39, -0.03, 2.34)
H (-1.72, 1.88, 3.63)
H (-0.47, 1.24, 2.55)
H (-2.07, 3.82, 2.28)
H (-0.34, 3.54, 2.21)
H (-3.56, 3.94, 0.67)
H (-2.92, 4.67, -0.80)
H (-4.80, 3.05, -1.27)
H (-3.29, 2.71, -2.12)
H (-4.06, 0.75, -1.33)
S (-2.94, -1.62, -0.37)
C (-1.78, -2.82, -0.57)
N (-0.48, -2.61, -0.71)
C (0.19, -3.76, -0.85)
C (1.59, -3.88, -1.01)
C (2.13, -5.12, -1.13)
C (1.31, -6.28, -1.09)
C (-0.06, -6.21, -0.92)
C (-0.62, -4.94, -0.81)
S (-2.28, -4.53, -0.61)
H (2.20, -2.98, -1.03)
H (3.19, -5.24, -1.26)
H (1.78, -7.25, -1.20)
H (-0.67, -7.10, -0.87)
C (2.91, 4.42, -0.05)
C (2.72, 3.74, 1.14)
C (2.03, 2.53, 1.15)
C (1.55, 1.99, -0.05)
C (1.75, 2.69, -1.24)
C (2.43, 3.89, -1.24)
P (0.65, 0.40, -0.09)
C (1.18, -0.28, -1.69)
C (2.52, -0.49, -2.01)
C (2.87, -0.92, -3.28)
C (1.89, -1.13, -4.24)
C (0.56, -0.92, -3.93)
C (0.21, -0.49, -2.66)
C (1.45, -0.55, 1.25)
C (2.83, -0.53, 1.43)
C (3.41, -1.28, 2.44)
C (2.62, -2.04, 3.29)
C (1.25, -2.05, 3.13)
C (0.66, -1.31, 2.12)
H (3.45, 5.36, -0.05)
H (3.11, 4.13, 2.07)
H (1.88, 2.00, 2.08)
H (1.38, 2.29, -2.17)
H (2.59, 4.42, -2.17)
H (3.30, -0.32, -1.28)
H (3.92, -1.06, -3.52)
H (2.17, -1.46, -5.23)
H (-0.21, -1.09, -4.68)
H (-0.84, -0.31, -2.41)
H (3.46, 0.09, 0.81)
H (4.49, -1.25, 2.58)
H (3.08, -2.61, 4.09)
H (0.63, -2.64, 3.80)
H (-0.41, -1.32, 1.99)

These are the Löwdin partial charges, in e, on atoms 1 to 2:
1 Co 0.38
2 C -0.18

***

# 4
Computed, not measured: a structure of composition C33H28F6I2N3O6PS4Zn, with wB97M-V/def2-TZVPD.

As for the net charge: 0. As for the strongest force on any atom: 0.0189 Eh/bohr. The calculation puts the orbital gap at 0.2883 Eh. Its energy above the lowest of the compared OMol25 structures with the same formula, charge and spin is 13.1 kcal per mole.

CARTESIAN COORDINATES (ANGSTROEM)
Zn (0.62, 0.25, -1.10)
I (3.06, -0.15, 0.24)
C (2.74, -1.65, 1.72)
C (3.69, -2.63, 1.68)
C (3.88, -3.50, 2.77)
C (3.17, -3.30, 3.91)
C (2.17, -2.30, 3.98)
C (1.47, -2.12, 5.19)
C (0.47, -1.20, 5.29)
C (0.10, -0.47, 4.15)
C (0.75, -0.61, 2.94)
P (-0.14, 0.16, 1.51)
C (-0.29, 1.89, 2.11)
C (0.83, 2.70, 1.87)
C (0.83, 4.03, 2.25)
C (-0.29, 4.58, 2.86)
C (-1.39, 3.79, 3.11)
C (-1.39, 2.45, 2.74)
C (-1.78, -0.62, 1.72)
C (-1.83, -1.97, 2.07)
C (-3.04, -2.65, 2.09)
C (-4.22, -2.00, 1.76)
C (-4.18, -0.66, 1.41)
C (-2.97, 0.02, 1.37)
C (1.87, -1.49, 2.85)
H (4.33, -2.71, 0.81)
H (4.63, -4.28, 2.70)
H (3.37, -3.91, 4.79)
H (1.74, -2.74, 6.04)
H (-0.07, -1.06, 6.22)
H (-0.75, 0.20, 4.22)
H (1.70, 2.28, 1.38)
H (1.70, 4.65, 2.06)
H (-0.29, 5.63, 3.15)
H (-2.27, 4.21, 3.60)
H (-2.26, 1.84, 2.96)
H (-0.92, -2.50, 2.31)
H (-3.05, -3.70, 2.36)
H (-5.16, -2.53, 1.78)
H (-5.10, -0.14, 1.15)
H (-2.96, 1.06, 1.08)
I (-5.08, 0.01, -2.82)
C (-3.63, 1.24, -1.98)
C (-3.84, 2.60, -1.80)
C (-2.83, 3.34, -1.20)
C (-1.65, 2.71, -0.84)
N (-1.44, 1.41, -1.03)
C (-2.42, 0.68, -1.59)
H (-4.77, 3.06, -2.11)
H (-2.95, 4.40, -1.04)
H (-0.86, 3.27, -0.36)
H (-2.23, -0.38, -1.71)
F (0.43, -5.21, -1.29)
C (-0.09, -4.15, -0.69)
F (-1.40, -4.34, -0.52)
F (0.49, -4.00, 0.50)
S (0.20, -2.63, -1.70)
O (-0.54, -1.64, -0.90)
O (1.62, -2.43, -1.69)
N (-0.46, -2.99, -3.04)
S (0.19, -3.32, -4.46)
O (-0.26, -2.34, -5.41)
O (0.03, -4.70, -4.77)
C (2.05, -3.10, -4.51)
F (2.47, -1.87, -4.22)
F (2.34, -3.34, -5.80)
F (2.69, -3.99, -3.77)
C (3.49, 5.24, -0.30)
O (2.44, 4.48, -0.92)
C (2.66, 3.20, -1.26)
S (4.13, 2.45, -1.00)
S (1.31, 2.50, -2.04)
H (3.03, 6.19, -0.03)
H (4.31, 5.39, -1.00)
H (3.87, 4.72, 0.58)
C (-1.32, 0.42, -4.85)
C (0.03, 0.34, -4.22)
N (1.06, 0.83, -4.91)
O (0.19, -0.12, -3.08)
H (-1.27, 0.20, -5.91)
H (-1.72, 1.42, -4.70)
H (-1.98, -0.31, -4.37)
H (0.97, 1.10, -5.87)
H (1.97, 0.83, -4.49)

These are the Löwdin partial charges, in e, on atoms 1 to 2:
1 Zn 0.32
2 I 1.18

***

# 5
Computed, not measured: a structure of composition C5H15N2S in a non-equilibrium geometry, with wB97M-V/def2-TZVPD.

As for the net charge: +1. As for the strongest force on any atom: 0.0922 Eh/bohr. The calculation puts the orbital gap at 0.1440 Eh. Its energy above the lowest of the compared OMol25 structures with the same formula, charge and spin is 198.3 kcal per mole.

CARTESIAN COORDINATES (ANGSTROEM)
C (0.66, -3.03, 1.33)
N (-0.51, 0.69, 1.08)
C (-0.72, 1.09, -0.33)
C (-0.48, 2.59, -0.56)
S (-0.30, 2.87, -2.35)
C (-2.12, 0.87, -0.89)
C (1.48, -3.32, 0.27)
N (1.67, -0.30, 0.92)
H (0.64, -1.90, 1.45)
H (0.03, -3.74, 1.88)
H (-1.20, 0.11, 1.42)
H (0.02, 0.67, -1.00)
H (-1.30, 3.25, -0.22)
H (0.48, 2.88, 0.03)
H (0.57, 1.90, -2.66)
H (-2.89, 1.36, -0.37)
H (-2.25, -0.18, -0.86)
H (-2.34, 0.99, -1.94)
H (2.00, -2.54, -0.24)
H (1.63, -4.33, -0.16)
H (2.28, 0.22, 0.28)
H (2.12, -0.25, 1.84)
H (0.56, 0.10, 1.07)

These are the Löwdin partial charges, in e, on atoms 1 to 2:
1 C -0.05
2 N 0.26

***

# 6
Computed, not measured: a cluster of 40 separate species, H80O40 in total in a non-equilibrium geometry, with wB97M-V/def2-TZVPD.

Its spin multiplicity is 2. As for the net charge: +1. As for the strongest force on any atom: 0.0920 Eh/bohr. The calculation puts the orbital gap (spin up / spin down) at 0.2997 / 0.0782 Eh. Its energy above the lowest of the compared OMol25 structures with the same formula, charge and spin is 194.0 kcal per mole. The expectation value of S² is 0.758.

CARTESIAN COORDINATES (ANGSTROEM)
H (5.30, 0.42, -3.84)
H (5.59, -1.13, -3.81)
O (5.81, -0.29, -3.41)
H (-4.88, 2.27, 0.43)
H (-5.22, 1.10, 1.01)
O (-5.73, 1.75, 0.50)
H (0.11, 1.46, -5.13)
H (-0.97, 1.84, -6.00)
O (0.00, 1.72, -6.11)
H (3.21, -0.40, -0.35)
H (3.40, -0.93, 1.26)
O (3.07, -1.07, 0.38)
H (2.00, 4.67, 1.53)
H (1.81, 6.03, 2.29)
O (2.44, 5.36, 2.04)
H (-3.57, 2.33, -3.19)
O (-2.84, 3.00, -3.07)
H (0.72, 2.14, 4.10)
O (0.14, 2.06, 4.85)
H (4.04, 0.72, -1.47)
H (2.66, 1.30, -1.62)
O (3.13, 0.43, -1.71)
H (1.24, -1.14, -0.18)
H (0.65, -1.98, -1.34)
O (0.51, -1.19, -0.81)
H (1.39, -1.15, 3.79)
H (0.05, -2.08, 3.56)
O (0.77, -1.59, 3.12)
H (-2.67, 1.51, 4.42)
H (-3.56, 0.30, 4.71)
O (-2.75, 0.74, 4.98)
H (-4.41, -3.40, 0.83)
O (-4.70, -2.50, 0.91)
H (-2.37, 1.07, -6.07)
H (-2.92, 0.64, -4.79)
O (-2.34, 1.36, -5.12)
H (-4.27, -2.42, 4.43)
H (-4.65, -1.16, 3.79)
O (-4.26, -1.46, 4.62)
H (3.31, 1.44, 2.67)
H (1.86, 1.27, 1.98)
O (2.37, 1.26, 2.79)
H (1.65, -3.62, -2.53)
H (0.67, -4.38, -3.45)
O (0.71, -3.71, -2.77)
H (0.49, 2.71, 1.92)
H (-0.49, 3.97, 1.27)
O (-0.04, 3.49, 1.96)
H (-1.55, 0.90, -1.02)
H (-2.50, 2.15, -1.50)
O (-2.37, 1.39, -0.92)
H (0.58, 3.21, -6.10)
O (1.32, 3.82, -5.85)
H (-0.78, -4.51, 1.35)
H (-1.44, -3.22, 1.87)
O (-1.63, -4.10, 1.50)
H (0.34, 0.32, 1.08)
O (-0.01, 0.69, 1.91)
H (-2.40, -1.27, -1.86)
H (-3.33, -2.44, -2.32)
O (-2.46, -2.03, -2.44)
H (1.44, -1.03, 5.74)
H (2.68, -1.71, 5.98)
O (2.14, -1.45, 5.22)
H (4.94, 0.78, 3.94)
H (5.58, -0.27, 3.79)
O (5.54, 0.49, 3.16)
H (3.51, 2.96, 4.42)
H (4.13, 3.38, 3.11)
O (4.36, 3.18, 4.03)
H (0.20, -0.25, -2.98)
H (-0.72, -1.06, -3.73)
O (-0.51, -0.12, -3.62)
H (1.44, 4.82, -4.07)
H (0.45, 4.30, -2.96)
O (1.35, 4.25, -3.29)
H (-5.66, -2.29, -2.22)
H (-5.13, -3.67, -1.47)
O (-5.82, -3.19, -1.93)
H (3.87, -1.84, -3.25)
H (2.26, -1.52, -3.14)
O (3.00, -1.83, -3.66)
H (-1.94, 2.74, 1.90)
H (-3.22, 3.34, 1.30)
O (-2.90, 2.80, 2.05)
H (2.41, -3.45, 0.27)
H (2.77, -5.03, 0.10)
O (2.30, -4.27, -0.22)
H (-2.47, -2.86, 4.51)
O (-2.48, -3.38, 3.68)
H (-6.28, 0.54, -1.97)
H (-5.23, 1.34, -1.90)
O (-5.57, 0.75, -2.60)
H (1.99, 3.17, -5.58)
H (-2.52, 3.28, -3.95)
H (0.03, -0.04, 2.55)
H (-0.79, 1.96, 5.00)
H (-4.00, -1.85, 1.05)
H (-2.25, -4.29, 3.88)
O (-0.47, -0.87, 4.84)
H (0.06, -0.05, 4.82)
H (-1.44, -0.83, 4.64)
O (-2.42, -0.70, 0.84)
H (-1.90, -0.34, 1.59)
H (-2.98, 0.09, 0.74)
O (2.64, -2.93, 2.09)
H (1.88, -3.36, 2.49)
H (2.69, -2.01, 2.30)
O (-1.46, -5.72, -1.39)
H (-1.33, -5.60, -0.46)
H (-1.28, -4.93, -1.91)
O (2.52, 0.74, -5.06)
H (1.57, 0.57, -5.12)
H (2.77, 1.20, -5.87)
O (5.74, 1.24, 0.42)
H (6.59, 1.48, 0.06)
H (5.70, 0.75, 1.24)
O (0.88, 1.85, -1.97)
H (-0.04, 2.07, -2.15)
H (1.07, 1.73, -2.95)

These are the Löwdin partial charges, in e, on atoms 1 to 2:
1 H 0.04
2 H 0.02

***

Q: Which value of net charge does entry 3 give?
A: +2